1.
Density functional theory data (wB97M-V/def2-TZVPD) for an isolated ion of composition C10H15N2S and charge +1 at a distorted geometry.

```
28
Properties=species:S:1:pos:R:3
H -0.7760 -2.7273 -1.5242
N -0.0445 -2.3150 -0.9723
N -0.0257 -1.0688 -0.7899
C 1.0519 -0.5374 -0.1565
C 2.1947 -1.2385 0.0284
C 3.4478 -0.6156 0.3803
C 3.5948 0.7212 0.2389
C 2.4092 1.5233 -0.1993
C 1.0718 0.9196 0.0817
S -0.3589 1.5597 -0.9296
C -1.1348 -0.0904 -0.9575
C -2.3237 -0.3581 0.1029
C -1.8399 -0.1610 1.5495
C -3.4200 0.6378 -0.2792
H 2.2355 -2.2998 -0.2216
H 4.2950 -1.3073 0.5221
H 4.6362 1.1995 0.3413
H 2.3621 2.4104 0.3594
H 2.4588 1.8646 -1.1980
H 0.9393 1.0905 1.1958
H -1.6463 -0.2824 -1.9341
H -2.6748 -1.3798 -0.0903
H -1.3167 0.7990 1.6630
H -1.0017 -0.8399 1.9015
H -2.8381 -0.1826 2.2352
H -3.1942 1.7114 -0.5883
H -4.2722 0.6808 0.3894
H -3.8296 0.2860 -1.1487
```

The charge is +1. As for the gap between HOMO and LUMO (spin up / spin down): 7.055 / 7.045 eV. For the LUMO energy (spin up / spin down), the calculation gives -5.85 / -5.86 eV. Its structure (SMILES) is [H]/N=[N+]1/C2=CC=CC[C@H]2S[C@@H]1C(C)C. The value obtained for the total energy is -897.372718 Ha. The HOMO energy (spin up / spin down) comes out at -12.909 / -12.910 eV. The value obtained for the relative energy (zero: lowest compared OMol25 entry of this formula, charge and spin) is 2.204 eV.

These are the Mulliken partial charges, in e, on atoms 1 to 2: 0.263, -1.144

***

2.
Density functional theory data (wB97M-V/def2-TZVPD) for a 2-piece molecular cluster, C10H15N3O2 overall at a distorted geometry.

```
30
Properties=species:S:1:pos:R:3
C 4.1210 -0.6959 0.6834
C 4.0871 0.6387 0.8286
C 2.6401 0.0347 -0.7897
C -1.5704 0.9104 -0.4191
C -1.8150 -1.4371 1.4936
C -0.7517 -1.8631 0.8412
C -2.9956 -0.8937 0.8255
C -0.7191 -1.8123 -0.6140
C -2.5559 -0.2681 -0.5588
C -1.4077 3.2008 -0.4321
N 3.1894 -1.0726 -0.2332
N 3.1437 1.0524 -0.1570
N -1.6220 -1.2509 -1.2083
O -0.3524 0.7692 -0.4556
O -2.1644 2.0172 -0.1399
H 4.7399 -1.4199 1.0998
H 4.4080 1.3023 1.5240
H -2.0268 -1.5881 2.5690
H 2.9776 -2.0541 -0.4904
H 1.7098 0.0763 -1.4174
H 0.0218 -2.5384 1.3433
H -3.7877 -1.7613 0.7809
H -3.5735 -0.1782 1.4793
H 0.2126 -2.2419 -1.0325
H -3.3322 -0.0383 -1.2659
H -2.1052 3.8266 -1.0029
H -0.6028 2.9601 -1.0567
H -0.9449 3.7068 0.5504
H 2.9495 1.9512 -0.5054
H -1.8732 -1.3326 -2.2400
```

The charge is +2. As for the gap between HOMO and LUMO: 9.491 eV. For the LUMO energy, the calculation gives -7.53 eV. The value obtained for the total energy is -704.151889 Ha. The HOMO energy comes out at -17.022 eV. The value obtained for the relative energy (zero: lowest compared OMol25 entry of this formula, charge and spin) is 0.000 eV.

These are the Mulliken partial charges, in e, on atoms 1 to 2: -0.303, -0.359

***

3.
Density functional theory data (wB97M-V/def2-TZVPD) for an isolated molecule of C10H15N5O3 at a distorted geometry.

```
33
Properties=species:S:1:pos:R:3
N -2.0110 2.6903 -1.6283
C -0.7315 2.2808 -1.5876
N 0.2075 3.1626 -1.8120
C 1.5020 3.1263 -1.7294
O 2.1112 4.0555 -2.0436
C 1.8747 1.9133 -1.3390
N 3.1038 1.2532 -1.0768
C 2.9657 0.0194 -0.8795
N 1.6147 -0.3649 -0.9045
C 1.2426 -1.6676 -0.7297
C -0.1735 -1.8053 0.0765
C -0.6169 -0.8702 1.3411
C -1.9862 -0.6150 1.5564
O -2.5093 -0.0609 0.2796
C 0.2526 -1.4621 2.6301
O -0.3198 -3.0363 2.5341
C 0.8960 1.0407 -1.0823
N -0.4069 1.1160 -1.2687
H -2.6843 1.8942 -2.0309
H -2.1900 3.5491 -2.1037
H 3.9077 -0.6836 -0.5212
H 0.9359 -2.1992 -1.6479
H 1.8808 -2.0169 0.0922
H -1.0415 -1.5713 -0.8227
H -0.4072 -2.6911 0.3584
H 0.1304 0.0478 1.2133
H -2.3887 -1.8282 1.6736
H -2.0339 -0.0244 2.4951
H -3.2620 0.3497 0.6474
H 1.0648 -1.6470 2.3593
H 0.1415 -1.0414 3.3979
H -0.0667 -3.3329 3.5473
H -1.0026 0.4195 -0.9944
```

As for the gap between HOMO and LUMO: 8.849 eV. For the LUMO energy, the calculation gives 0.19 eV. Its structure (SMILES) is Nc1nc(=O)c2ncn(CCC(CO)CO)c2[nH]1. The value obtained for the total energy is -889.208077 Ha. The HOMO energy comes out at -8.657 eV. The value obtained for the relative energy (zero: lowest compared OMol25 entry of this formula, charge and spin) is 11.454 eV.

These are the Mulliken partial charges, in e, on atoms 1 to 2: -0.479, 0.390

***

4.
Density functional theory data (wB97M-V/def2-TZVPD) for C10H15N6O5RhS2Te as an isolated structure.

```
40
Properties=species:S:1:pos:R:3
Rh -0.8967 -0.9167 0.5722
O -4.5686 -1.0930 1.5303
S -3.1847 -1.2176 1.8376
O -2.8284 -1.4397 3.2208
O -2.4555 -2.2145 0.9341
O -2.4021 0.0704 1.3442
C 2.0672 -1.7023 2.1593
Te 0.0878 -1.4564 2.9082
C -0.2264 -3.5423 3.0618
H 2.6625 -2.2228 2.9064
H 2.4926 -0.7241 1.9550
H 2.0380 -2.2816 1.2386
H -0.0991 -3.9879 2.0795
H -1.2433 -3.6822 3.4131
H 0.4982 -3.9362 3.7703
C 4.6339 1.9950 -1.1067
C 3.5072 1.0799 -1.5728
C 2.2728 1.1801 -0.7458
N 1.5759 0.1781 -0.3526
N 0.4382 0.5608 0.3008
C 0.2646 1.8571 0.3982
N -0.8279 2.4184 0.9295
S 1.5923 2.7237 -0.2752
H 5.5124 1.8578 -1.7350
H 4.9171 1.7855 -0.0748
H 4.3470 3.0460 -1.1734
H 3.8093 0.0317 -1.5563
H 3.2164 1.3115 -2.6012
H -1.5999 1.8258 1.2167
H -0.9018 3.4134 1.0271
N -3.5320 -0.4065 -1.6266
C -2.2858 -0.0490 -1.9807
O -1.2802 -0.5809 -1.3813
C -2.0543 0.9049 -2.9836
C -3.1368 1.4488 -3.7153
N -4.0311 1.8568 -4.3198
C -0.7357 1.3754 -3.1794
N 0.3505 1.7462 -3.3082
H -4.3269 -0.0304 -2.1155
H -3.6666 -1.1834 -0.9995
```

As for the gap between HOMO and LUMO: 6.083 eV. For the LUMO energy, the calculation gives -1.90 eV. The value obtained for the total energy is -2269.738631 Ha. The HOMO energy comes out at -7.985 eV. The value obtained for the relative energy (zero: lowest compared OMol25 entry of this formula, charge and spin) is 0.443 eV.

These are the Mulliken partial charges, in e, on atoms 1 to 2: 0.627, -0.583

***

Question: Which of these has the highest relative energy (zero: lowest compared OMol25 entry of this formula, charge and spin)?
Answer: C10H15N5O3

***

Question: Among the records above, which one has the highest relative energy (zero: lowest compared OMol25 entry of this formula, charge and spin)?
Answer: C10H15N5O3

***

Question: Which of these has the lowest relative energy (zero: lowest compared OMol25 entry of this formula, charge and spin)?
Answer: C10H15N3O2